# 1
Entry from the Open Molecules 2025 dataset: C12H6NOReS5 as an isolated structure (wB97M-V/def2-TZVPD).

Properties
E_HOMO (spin up / spin down): -0.420 / -0.420 Ha
Gap between HOMO and LUMO (spin up / spin down): 5.710 / 5.617 eV
⟨S²⟩: 0.8507
2S+1: 2
Lowest unoccupied orbital energy (spin up / spin down): -0.2102 / -0.2140 hartree
Total charge: +1

Each line ends with the natural charge from an NBO analysis.
Cartesian coordinates (Å):
Re -0.02 -0.73 -0.17  0.87
O 3.19 -5.19 -4.09  -0.48
C 2.65 -4.45 -3.34  0.23
S 3.44 -2.97 -2.67  0.39
C 2.10 -2.46 -1.70  -0.42
C 0.97 -3.26 -1.69  -0.43
S -0.37 -2.98 -0.66  0.17
S 0.99 -4.66 -2.73  0.40
S 2.25 -1.00 -0.76  0.23
S -0.78 1.48 3.67  0.53
C 0.01 0.01 4.09  -0.36
C 0.44 -0.71 3.02  -0.25
C 0.10 -0.10 1.79  -0.25
C -0.57 1.12 2.01  -0.30
C -0.99 1.88 0.87  0.22
C -1.72 3.06 0.90  -0.22
C -2.10 3.65 -0.29  -0.08
C -1.73 3.05 -1.49  -0.25
C -0.98 1.89 -1.46  0.09
N -0.62 1.29 -0.32  -0.55
H 0.11 -0.23 5.13  0.26
H 0.99 -1.63 3.10  0.25
H -2.01 3.48 1.86  0.25
H -2.68 4.56 -0.29  0.25
H -2.02 3.48 -2.43  0.25
H -0.65 1.42 -2.38  0.23

***

# 2
Entry from the Open Molecules 2025 dataset: a 34-piece molecular cluster, C12H71F5O37S overall (wB97M-V/def2-TZVPD).

Properties
E_HOMO: -0.371 Ha
Gap between HOMO and LUMO: 8.161 eV
Lowest unoccupied orbital energy: -0.0713 hartree
ΔE to the lowest compared entry with this formula, charge and spin: 0.0 kJ/mol

Each line ends with the Löwdin charge.
Cartesian coordinates (Å):
O -2.85 -4.29 -0.16  0.14
C -2.17 -3.36 -0.47  -0.30
C -0.68 -3.50 -0.43  0.04
C 0.11 -2.46 -0.19  0.04
C -0.53 -1.13 0.00  -0.28
O 0.02 -0.26 0.64  0.06
C -1.88 -0.90 -0.61  -0.06
C -2.30 0.39 -0.96  -0.18
S -1.35 1.87 -0.74  0.72
O -0.09 1.70 -1.41  -0.24
O -2.12 2.97 -1.21  -0.27
F -1.08 2.09 0.78  -0.12
C -3.53 0.58 -1.55  -0.01
C -4.33 -0.52 -1.82  0.03
C -3.94 -1.81 -1.51  0.00
C -4.92 -2.90 -1.92  -0.40
F -5.63 -2.40 -3.00  0.06
F -4.34 -4.02 -2.35  0.16
C -6.04 -3.17 -0.88  -0.28
F -6.98 -3.95 -1.48  0.10
F -5.59 -3.83 0.20  0.11
C -2.70 -2.00 -0.87  0.01
H -0.24 -4.48 -0.56  0.13
H 1.18 -2.56 -0.11  0.11
H -3.87 1.57 -1.82  0.11
H -5.28 -0.32 -2.29  0.10
H -6.53 -2.25 -0.56  0.18
O 2.18 -1.85 1.84  -0.06
H 2.43 -0.94 1.66  0.00
H 1.94 -1.86 2.77  0.04
O -3.54 -1.80 -4.79  -0.04
H -3.50 -2.75 -4.65  0.04
H -4.41 -1.66 -5.19  0.06
O 4.51 -0.41 0.86  -0.04
H 4.64 -0.15 -0.06  0.06
H 5.35 -0.17 1.28  0.04
O 0.56 0.39 3.56  -0.04
H 0.05 0.47 2.75  0.01
H 0.71 1.30 3.84  0.01
O 2.34 1.78 1.14  -0.04
H 2.37 2.40 0.41  0.06
H 1.49 1.33 1.06  0.00
O 4.49 2.93 2.82  -0.04
H 4.45 3.87 2.60  0.04
H 3.86 2.51 2.22  0.01
O -0.73 -1.06 -3.39  -0.03
H -1.25 -0.89 -4.18  0.03
H -0.47 -0.18 -3.10  0.03
O 6.93 -1.88 1.98  -0.06
H 7.04 -2.82 2.16  0.03
H 6.05 -1.83 1.58  -0.01
O -2.94 5.91 -0.88  -0.07
H -2.64 5.01 -1.03  -0.03
H -3.06 6.25 -1.78  0.01
O 5.38 -3.87 0.26  -0.05
H 5.46 -4.61 0.87  0.04
H 4.48 -3.56 0.38  0.03
O -7.45 -0.34 -3.15  -0.04
H -7.41 -1.29 -3.00  0.02
H -8.31 -0.19 -3.55  0.05
O -3.87 -3.33 2.79  -0.04
H -2.97 -3.13 2.52  0.03
H -4.27 -3.70 2.00  0.01
O -0.04 3.35 3.98  -0.03
H -0.54 3.44 3.16  0.05
H 0.12 4.26 4.26  0.07
O 4.38 6.06 3.71  -0.06
H 4.47 5.29 4.28  0.03
H 4.23 6.79 4.32  0.04
O -0.49 3.34 7.16  -0.06
H -0.34 3.38 6.21  -0.02
H -0.04 2.53 7.42  0.02
O -3.65 5.34 -3.56  -0.05
H -3.46 5.44 -4.49  0.05
H -3.25 4.50 -3.33  0.02
O -0.83 1.31 -5.08  -0.03
H -0.91 1.55 -6.00  0.05
H -0.54 2.12 -4.64  0.04
O 1.39 1.01 6.45  -0.04
H 2.26 1.28 6.12  0.03
H 0.99 0.55 5.70  0.01
O -3.13 2.97 5.02  -0.06
H -2.36 3.18 4.48  0.00
H -2.84 3.21 5.91  0.02
O 9.97 -1.55 0.44  -0.05
H 10.07 -2.28 1.07  0.04
H 9.05 -1.28 0.55  0.03
O -3.72 -1.93 -7.74  -0.06
H -2.90 -1.76 -8.22  0.04
H -3.48 -1.79 -6.81  -0.01
O -1.75 -3.50 -5.97  -0.05
H -0.84 -3.31 -6.23  0.05
H -2.15 -3.86 -6.76  0.05
O -0.71 4.79 -3.28  -0.05
H -0.61 3.98 -2.76  0.00
H -0.76 5.49 -2.61  0.04
O -6.12 1.41 -0.60  -0.06
H -6.61 1.59 -1.42  0.04
H -5.92 2.28 -0.24  0.03
O -6.42 2.63 1.80  -0.05
H -6.33 1.82 2.31  0.05
H -6.42 3.33 2.46  0.05
O -6.43 -3.81 4.82  -0.06
H -5.62 -3.64 4.32  0.00
H -6.18 -3.67 5.73  0.03
O -3.90 -1.37 -10.86  -0.06
H -3.60 -0.46 -10.99  0.03
H -4.16 -1.40 -9.93  0.00
O -3.17 5.39 6.45  -0.06
H -3.23 6.32 6.20  0.04
H -3.87 4.96 5.94  0.02
O 0.28 -3.72 -3.18  -0.06
H 0.89 -3.95 -3.88  0.04
H -0.14 -2.89 -3.49  -0.01
O 13.30 -0.66 1.13  -0.07
H 13.33 -0.04 0.40  0.03
H 12.45 -1.10 1.02  -0.01
O 12.39 -2.76 -0.66  -0.07
H 12.49 -3.48 -0.02  -0.01
H 11.46 -2.50 -0.57  0.00
O 4.67 1.71 5.35  -0.07
H 5.05 0.83 5.32  0.03
H 4.64 2.01 4.42  -0.01
O 12.27 -4.36 1.75  -0.04
H 13.20 -4.35 2.00  0.06
H 11.85 -4.96 2.37  0.05

***

# 3
Entry from the Open Molecules 2025 dataset: C12H7Cl5KNO as an isolated structure (wB97M-V/def2-TZVPD).

Properties
E_HOMO: -0.269 Ha
Gap between HOMO and LUMO: 6.521 eV
Lowest unoccupied orbital energy: -0.0295 hartree
ΔE to the lowest compared entry with this formula, charge and spin: 29.3 kJ/mol

Each line ends with the natural charge from an NBO analysis.
Cartesian coordinates (Å):
K 0.25 -1.67 -2.15  0.98
Cl -6.86 -0.61 0.26  0.04
C -5.17 -0.67 0.12  -0.17
C -4.50 -1.93 0.05  -0.05
Cl -5.46 -3.38 0.14  0.04
C -3.12 -1.90 -0.08  -0.15
Cl -2.37 -3.48 -0.14  -0.03
C -2.37 -0.65 -0.22  0.35
O -1.12 -0.67 -0.45  -0.86
C -3.09 0.52 -0.05  -0.14
Cl -2.18 2.04 0.02  -0.01
C -4.48 0.50 0.09  -0.06
Cl -5.21 2.04 0.19  0.05
N 2.15 -1.37 0.21  -0.86
C 2.80 -0.11 0.16  0.16
C 4.18 -0.03 -0.06  -0.28
C 4.84 1.17 -0.26  -0.19
C 4.18 2.36 0.00  -0.25
C 2.81 2.32 0.29  -0.18
C 2.09 1.11 0.35  -0.27
H 2.75 -2.18 0.36  0.38
H 1.35 -1.36 0.80  0.40
H 4.67 -0.95 -0.19  0.20
H 5.91 1.19 -0.43  0.22
H 4.67 3.34 0.06  0.22
H 2.31 3.23 0.46  0.21
H 0.98 1.15 0.48  0.25

***

# 4
Entry from the Open Molecules 2025 dataset: C12H7ClN3O2S as an isolated structure (wB97M-V/def2-TZVPD).

Properties
E_HOMO: -0.108 Ha
Gap between HOMO and LUMO: 5.282 eV
Lowest unoccupied orbital energy: 0.0865 hartree
ΔE to the lowest compared entry with this formula, charge and spin: 253.2 kJ/mol
Total charge: -1

Each line ends with the natural charge from an NBO analysis.
Cartesian coordinates (Å):
N 2.94 -2.29 3.26  -0.39
C 1.79 -2.09 3.19  0.25
C 0.40 -1.86 3.04  -0.36
C -0.45 -2.21 4.03  -0.30
C -1.84 -2.03 3.97  0.26
N -3.01 -1.96 3.96  -0.34
H -0.10 -1.70 1.89  0.38
H -0.06 -2.76 4.89  0.21
N 0.29 4.24 -5.08  -0.35
C 0.21 3.42 -4.25  0.30
C 0.11 2.40 -3.24  -0.22
C -0.85 2.51 -2.23  -0.15
C -0.97 1.51 -1.27  -0.24
C -0.12 0.40 -1.32  -0.20
S -0.40 -0.99 -0.21  2.10
C 0.38 -0.67 1.41  -0.75
Cl -0.13 0.84 2.12  -0.02
O -1.81 -1.07 0.03  -0.96
O 0.33 -2.13 -0.73  -0.97
C 0.86 0.29 -2.31  -0.24
C 0.97 1.29 -3.27  -0.16
H -1.51 3.37 -2.21  0.22
H -1.73 1.57 -0.50  0.25
H 1.46 -0.70 1.23  0.23
H 1.49 -0.59 -2.35  0.25
H 1.73 1.21 -4.06  0.22

***

# 5
Entry from the Open Molecules 2025 dataset: C12H7N2O4OsS as an isolated structure (wB97M-V/def2-TZVPD).

Properties
E_HOMO (spin up / spin down): -0.473 / -0.475 Ha
Gap between HOMO and LUMO (spin up / spin down): 6.345 / 6.571 eV
Lowest unoccupied orbital energy (spin up / spin down): -0.2397 / -0.2339 hartree
Total charge: +1

Each line ends with the natural charge from an NBO analysis.
Cartesian coordinates (Å):
Os 0.39 1.72 -0.30  1.45
O -0.99 1.17 3.44  -0.50
C -0.79 1.25 2.27  0.74
O 0.31 1.68 1.66  -0.64
C -1.85 0.81 1.24  0.11
C -3.04 0.16 1.48  -0.18
C -3.82 -0.20 0.39  -0.12
C -3.41 0.10 -0.91  -0.17
C -2.21 0.76 -1.07  0.10
N -1.47 1.10 0.00  -0.48
C -1.51 1.16 -2.38  0.74
O -2.05 1.04 -3.43  -0.49
O -0.29 1.62 -2.15  -0.65
H -3.33 -0.06 2.50  0.27
H -4.76 -0.72 0.55  0.25
H -3.99 -0.18 -1.77  0.27
S 2.71 2.06 -0.64  0.14
C 2.86 0.35 -0.35  0.04
C 4.05 -0.36 -0.31  -0.22
C 3.99 -1.73 -0.10  -0.10
C 2.75 -2.35 0.08  -0.23
C 1.61 -1.57 0.04  0.07
N 1.67 -0.26 -0.18  -0.40
H 4.98 0.16 -0.43  0.26
H 4.90 -2.32 -0.08  0.25
H 2.67 -3.41 0.26  0.25
H 0.62 -1.99 0.18  0.23

***

# 6
Entry from the Open Molecules 2025 dataset: C12H8BCrF4N4S4 as an isolated structure (wB97M-V/def2-TZVPD).

Properties
E_HOMO (spin up / spin down): -0.293 / -0.302 Ha
Gap between HOMO and LUMO (spin up / spin down): 6.011 / 7.179 eV
⟨S²⟩: 3.9207
2S+1: 4
Lowest unoccupied orbital energy (spin up / spin down): -0.0717 / -0.0383 hartree
ΔE to the lowest compared entry with this formula, charge and spin: 89.7 kJ/mol

Each line ends with the natural charge from an NBO analysis.
Cartesian coordinates (Å):
Cr 0.09 0.39 0.18  1.12
C -2.68 -1.98 0.74  -0.69
C -1.41 -2.34 0.07  0.16
N -0.33 -1.60 -0.08  -0.51
C 0.67 -2.29 -0.76  0.10
C 0.33 -3.54 -1.15  -0.41
S -1.26 -3.90 -0.63  0.53
C 1.96 -1.64 -0.93  0.08
C 3.05 -2.12 -1.58  -0.41
S 4.34 -1.01 -1.44  0.51
C 3.34 0.07 -0.53  0.16
N 2.13 -0.40 -0.34  -0.55
C 3.87 1.37 -0.05  -0.68
H -2.48 -1.47 1.68  0.27
H -3.27 -2.88 0.94  0.23
H -3.27 -1.31 0.12  0.27
H 0.92 -4.26 -1.69  0.26
H 3.16 -3.05 -2.11  0.25
H 4.96 1.39 -0.15  0.23
H 3.59 1.55 0.98  0.26
H 3.45 2.18 -0.64  0.28
S -1.91 0.78 -0.97  -0.04
C -2.94 1.43 0.27  -0.27
C -4.20 1.93 -0.16  0.25
N -5.23 2.30 -0.51  -0.27
C -2.60 1.40 1.58  -0.27
S -1.11 0.71 2.16  -0.06
C -3.49 1.90 2.58  0.25
N -4.20 2.26 3.40  -0.27
F -0.41 3.25 -0.01  -0.53
B 0.90 2.91 -0.22  1.33
F 0.98 1.97 -1.32  -0.55
F 1.77 3.94 -0.37  -0.52
F 1.28 2.04 0.91  -0.54